{"formula": "CH2BrNO4", "method": "ωB97M-V with the def2-TZVPD basis set", "symbols": ["C", "N", "O", "O", "O", "O", "Br", "H", "H"], "xyz": [[0.643, 0.691, 0.173], [-0.230, -0.537, -0.155], [-0.023, -0.966, -1.278], [-0.150, -1.437, 0.903], [0.866, 1.284, -1.002], [1.023, 0.864, 1.267], [-2.792, 0.140, -0.049], [1.696, 1.738, -0.903], [-1.034, -1.776, 1.044]], "energy_ev": -80786.8585, "largest_force_ev_per_a": 3.01, "lumo_energy_ha": [0.01686, -0.13452], "e_homo_ev": [-9.386, -10.857], "orbital_gap_ev": [9.845, 7.196], "spin_multiplicity": 3}